No. 1
Here is an isolated molecule of C2H3F3N2O4 from OMol25. Energies are from the ωB97M-V functional and the def2-TZVPD basis.

Properties
**E_HOMO**: -11.29 eV
**Charge**: 0
**Gap between HOMO and LUMO**: 10.653 eV
**E_tot**: -787.821753 Eh
**Lowest unoccupied orbital energy**: -0.63 eV
**SMILES**: CON(OC(F)(F)F)[N+](=O)[O-]
**ΔE to the lowest compared entry with this formula, charge and spin**: 1.3 kcal/mol
**Molecular weight**: 176.05 g/mol

```
14
C2H3F3N2O4 | OMol25 | the ωB97M-V functional and the def2-TZVPD basis
C 0.26 -0.03 0.26
C -3.27 -1.07 0.01
N -2.50 2.27 -0.08
N -1.82 0.96 0.04
O -1.69 3.19 -0.32
O -3.68 2.23 0.03
O -0.77 0.94 0.76
O -2.95 -0.01 0.70
F -4.04 -1.88 0.76
F -3.89 -0.87 -1.14
F -2.22 -1.83 -0.35
H 1.06 0.07 1.15
H 0.59 0.10 -0.79
H -0.12 -0.98 0.37
```

Here are the Löwdin charges for atoms 1 to 2, given in e: number 1, C, carries 0.041; number 2, C, carries -0.791

No. 2
Here is a 2-piece molecular cluster, C2H3F3Si overall from OMol25. Energies are from the ωB97M-V functional and the def2-TZVPD basis.

Properties
**E_HOMO**: -10.74 eV
**Charge**: 0
**Gap between HOMO and LUMO**: 10.393 eV
**E_tot**: -666.953828 Eh
**Lowest unoccupied orbital energy**: -0.34 eV
**ΔE to the lowest compared entry with this formula, charge and spin**: 199.9 kcal/mol
**Molecular weight**: 112.13 g/mol

```
9
C2H3F3Si | OMol25 | the ωB97M-V functional and the def2-TZVPD basis
C -0.89 -1.22 0.29
C 0.12 -0.54 -0.27
F -2.02 -0.55 0.42
F -1.15 -2.50 0.60
F 1.71 -1.35 -0.61
Si 0.51 1.31 -0.14
H 0.96 1.90 -1.29
H 1.61 1.16 0.85
H -0.84 1.80 0.15
```

Here are the Löwdin charges for atoms 1 to 2, given in e: number 1, C, carries -0.397; number 2, C, carries -0.103

No. 3
Here is a 2-piece molecular cluster, C2H3F3Si overall from OMol25. Energies are from the ωB97M-V functional and the def2-TZVPD basis.

Properties
**E_HOMO (spin up / spin down)**: -11.40 / -11.40 eV
**Charge**: 0
**Gap between HOMO and LUMO (spin up / spin down)**: 8.489 / 8.492 eV
**E_tot**: -666.883565 Eh
**Lowest unoccupied orbital energy (spin up / spin down)**: -2.91 / -2.91 eV
**ΔE to the lowest compared entry with this formula, charge and spin**: 244.0 kcal/mol
**Molecular weight**: 112.13 g/mol

```
9
C2H3F3Si | OMol25 | the ωB97M-V functional and the def2-TZVPD basis
C -1.67 -0.25 -0.01
C -0.39 -0.02 -0.19
F -2.09 -1.54 -0.21
F -2.64 0.60 0.21
F -0.69 2.23 0.33
Si 1.44 -0.21 -0.01
H 1.81 -0.81 1.19
H 2.18 0.98 -0.21
H 2.06 -1.00 -1.09
```

Here are the Löwdin charges for atoms 1 to 2, given in e: number 1, C, carries -0.392; number 2, C, carries 0.038

No. 4
Here is C2H3F4HgNO5S2 as an isolated structure from OMol25. Energies are from the ωB97M-V functional and the def2-TZVPD basis.

Properties
**E_HOMO (spin up / spin down)**: -3.99 / -6.29 eV
**Charge**: -1
**Gap between HOMO and LUMO (spin up / spin down)**: 6.033 / 8.307 eV
**E_tot**: -1858.088373 Eh
**Lowest unoccupied orbital energy (spin up / spin down)**: 2.04 / 2.01 eV
**ΔE to the lowest compared entry with this formula, charge and spin**: 0.0 kcal/mol
**⟨S²⟩**: 0.755
**Spin multiplicity**: 2
**Molecular weight**: 461.76 g/mol

```
18
C2H3F4HgNO5S2 | OMol25 | the ωB97M-V functional and the def2-TZVPD basis
N -0.20 -1.33 1.42
S -1.67 -0.52 1.43
O -2.21 -0.69 2.81
O -1.18 1.08 1.45
S 0.19 -2.19 0.17
O -0.70 -2.08 -1.02
O 0.64 -3.54 0.52
C 1.76 -1.36 -0.46
F 1.45 -0.21 -1.04
F 2.61 -1.12 0.53
F 2.36 -2.14 -1.36
Hg -1.24 -0.06 -1.87
F -1.79 2.08 -2.20
C 0.06 2.50 -0.07
O -0.99 1.56 -0.20
H -0.35 3.40 0.40
H 0.81 2.00 0.57
H 0.45 2.64 -1.09
```

Here are the Löwdin charges for atoms 1 to 2, given in e: number 1, N, carries -0.400; number 2, S, carries 0.758

No. 5
Here is C2H3F4MgNO4S2 as an isolated structure from OMol25. Energies are from the ωB97M-V functional and the def2-TZVPD basis.

Properties
**E_HOMO**: -10.11 eV
**Charge**: 0
**Gap between HOMO and LUMO**: 8.822 eV
**E_tot**: -1829.691080 Eh
**Lowest unoccupied orbital energy**: -1.29 eV
**Molecular weight**: 269.48 g/mol

```
17
C2H3F4MgNO4S2 | OMol25 | the ωB97M-V functional and the def2-TZVPD basis
N 0.41 0.48 0.51
S -0.29 2.02 1.36
O -1.62 2.12 0.58
O 0.66 3.05 0.88
S -0.49 -0.80 0.88
O -1.68 -0.91 -0.04
O -0.84 -0.88 2.28
C 0.51 -2.32 0.46
F 0.56 -2.49 -0.84
F 1.72 -2.17 0.95
F -0.08 -3.35 1.02
Mg -2.41 0.88 -0.70
F -1.55 1.14 -2.32
C 1.06 0.74 -1.02
H 0.77 1.32 -1.90
H 1.40 -0.24 -1.37
H 1.87 1.41 -0.72
```

Here are the Löwdin charges for atoms 1 to 2, given in e: number 1, N, carries -0.385; number 2, S, carries 0.864

No. 6
Here is C2H3F4N as an isolated structure from OMol25. Energies are from the ωB97M-V functional and the def2-TZVPD basis.

Properties
**E_HOMO (spin up / spin down)**: -6.14 / -12.99 eV
**Charge**: 0
**Gap between HOMO and LUMO (spin up / spin down)**: 6.971 / 9.809 eV
**E_tot**: -531.944090 Eh
**Lowest unoccupied orbital energy (spin up / spin down)**: 0.83 / -3.18 eV
**ΔE to the lowest compared entry with this formula, charge and spin**: 38.0 kcal/mol
**⟨S²⟩**: 2.007
**Spin multiplicity**: 3
**Molecular weight**: 117.04 g/mol

```
10
C2H3F4N | OMol25 | the ωB97M-V functional and the def2-TZVPD basis
C 0.31 0.19 1.44
C 0.02 -0.18 -1.28
N -0.43 0.70 -0.22
F -0.55 -0.01 -2.46
F -0.09 -1.45 -0.99
F 1.35 0.07 -1.47
F -1.82 0.60 -0.05
H -0.08 0.72 2.33
H -0.12 -0.91 1.29
H 1.41 0.27 1.41
```

Here are the Löwdin charges for atoms 1 to 2, given in e: number 1, C, carries -0.062; number 2, C, carries -0.699

No. 7
Here is a 2-piece molecular cluster, C2H3FI2 overall from OMol25. Energies are from the ωB97M-V functional and the def2-TZVPD basis.

Properties
**E_HOMO (spin up / spin down)**: -5.52 / -9.74 eV
**Charge**: 0
**Gap between HOMO and LUMO (spin up / spin down)**: 5.511 / 6.243 eV
**E_tot**: -773.050752 Eh
**Lowest unoccupied orbital energy (spin up / spin down)**: -0.01 / -3.50 eV
**ΔE to the lowest compared entry with this formula, charge and spin**: 11.3 kcal/mol
**⟨S²⟩**: 2.015
**Spin multiplicity**: 3
**Molecular weight**: 299.85 g/mol

```
8
C2H3FI2 | OMol25 | the ωB97M-V functional and the def2-TZVPD basis
C 0.09 0.94 0.26
C -1.12 0.42 0.15
F -1.45 0.01 -1.05
I 1.25 -2.56 -0.67
I -2.40 0.03 1.83
H 2.49 -1.39 -1.02
H 0.58 1.13 -0.64
H 0.56 1.40 1.15
```

Here are the Löwdin charges for atoms 1 to 2, given in e: number 1, C, carries -0.047; number 2, C, carries -0.898

No. 8
Here is a 2-piece molecular cluster, C2H3FIN3 overall from OMol25. Energies are from the ωB97M-V functional and the def2-TZVPD basis.

Properties
**E_HOMO (spin up / spin down)**: -5.52 / -9.62 eV
**Charge**: 0
**Gap between HOMO and LUMO (spin up / spin down)**: 6.268 / 6.534 eV
**E_tot**: -639.585623 Eh
**Lowest unoccupied orbital energy (spin up / spin down)**: 0.75 / -3.09 eV
**ΔE to the lowest compared entry with this formula, charge and spin**: 17.3 kcal/mol
**⟨S²⟩**: 2.019
**Spin multiplicity**: 3
**Molecular weight**: 214.97 g/mol

```
10
C2H3FIN3 | OMol25 | the ωB97M-V functional and the def2-TZVPD basis
C 0.54 1.04 -0.65
C 1.42 0.60 0.26
N -0.51 0.19 -0.72
N -0.25 -0.82 -0.07
N 0.92 -0.63 0.58
F 2.57 0.98 0.75
I -3.78 -0.89 0.30
H 0.25 2.01 -1.06
H -2.44 -1.19 -0.65
H 1.27 -1.30 1.26
```

Here are the Löwdin charges for atoms 1 to 2, given in e: number 1, C, carries -0.079; number 2, C, carries -0.343

No. 9
Here is an isolated ion of composition C2H3FN and charge -1 from OMol25. Energies are from the ωB97M-V functional and the def2-TZVPD basis.

Properties
**E_HOMO**: -1.19 eV
**Charge**: -1
**Gap between HOMO and LUMO**: 6.402 eV
**E_tot**: -232.455363 Eh
**Lowest unoccupied orbital energy**: 5.22 eV
**Molecular weight**: 60.05 g/mol

```
7
C2H3FN | OMol25 | the ωB97M-V functional and the def2-TZVPD basis
C -0.62 0.43 0.81
C 0.14 -0.43 -0.06
N 0.20 -0.09 -1.45
F 1.56 -0.11 -1.87
H -0.20 0.93 1.71
H -1.68 0.63 0.50
H 0.60 -1.37 0.36
```

Here are the Löwdin charges for atoms 1 to 2, given in e: number 1, C, carries -0.204; number 2, C, carries -0.350

No. 10
Here is an isolated ion of composition C2H3FN3 and charge +1 from OMol25. Energies are from the ωB97M-V functional and the def2-TZVPD basis.

Properties
**E_HOMO**: -16.83 eV
**Charge**: +1
**Gap between HOMO and LUMO**: 12.059 eV
**E_tot**: -341.761154 Eh
**Lowest unoccupied orbital energy**: -4.77 eV
**SMILES**: F[n+]1c[nH]cn1
**ΔE to the lowest compared entry with this formula, charge and spin**: 0.0 kcal/mol
**Molecular weight**: 88.06 g/mol

```
9
C2H3FN3 | OMol25 | the ωB97M-V functional and the def2-TZVPD basis
C 0.26 -0.40 -1.13
C -0.02 0.59 0.83
N -0.76 -0.95 -0.65
N 0.80 0.56 -0.23
N -0.89 -0.42 0.64
F -1.75 -0.90 1.48
H 0.60 -0.67 -2.23
H 0.07 1.17 1.77
H 1.69 1.02 -0.49
```

Here are the Löwdin charges for atoms 1 to 2, given in e: number 1, C, carries -0.086; number 2, C, carries 0.060

Q: The highest E_tot belongs to which entry?
A: C2H3FN

Q: Which value of molecular weight does entry 10 give?
A: 88.06 g/mol

Q: Among the records above, which one has the lowest molecular weight?
A: C2H3FN

Q: What is the molecular weight in the third record?
A: 112.13 g/mol